Here is C21H20ClDyIN2O2S4 as an isolated structure from the OMol25 dataset. Energies are from wB97M-V/def2-TZVPD.

Summary:
<S²>: 9.334
HOMO energy: -4.02 eV
E_tot: -4308.1147 Eh
Kohn-Sham gap: 6.06 eV
multiplicity: 6
F_max: 0.8 eV/A
net charge: -1

Last column: Löwdin spin population.
Positions of all 52 atoms, in Å:
Dy  0.53  -0.15  0.03  5.057
Cl  -4.75  0.44  5.65  0.000
C  -3.41  0.12  4.58  0.000
C  -2.12  -0.05  5.13  0.000
C  -1.06  -0.31  4.32  0.000
C  -1.19  -0.43  2.91  0.000
O  -0.19  -0.69  2.17  -0.013
C  -2.51  -0.23  2.38  0.000
C  -2.75  -0.33  0.97  0.000
O  -1.91  -0.54  0.10  -0.010
C  -3.60  0.03  3.24  0.000
H  -1.99  0.04  6.20  0.000
H  -0.06  -0.43  4.73  0.000
H  -3.81  -0.22  0.67  0.000
H  -4.58  0.17  2.81  0.000
C  0.13  3.18  -1.64  0.000
N  -0.07  2.75  -0.25  -0.008
C  -1.48  2.83  0.11  0.000
C  0.75  3.57  0.65  0.000
C  1.67  2.77  1.56  0.000
C  2.34  3.47  2.57  0.000
C  3.21  2.81  3.42  -0.001
C  3.40  1.44  3.25  0.001
C  2.72  0.77  2.25  0.001
C  1.84  1.40  1.35  -0.003
H  -0.14  4.24  -1.78  0.000
H  -0.48  2.57  -2.30  0.000
H  1.17  3.04  -1.91  0.000
H  -1.88  3.84  -0.01  0.000
H  -1.61  2.52  1.15  0.000
H  -2.05  2.15  -0.53  0.000
H  0.11  4.22  1.26  0.000
H  1.37  4.24  0.05  0.000
H  2.17  4.54  2.69  0.000
H  3.74  3.35  4.19  0.000
H  4.08  0.91  3.91  0.000
H  2.89  -0.30  2.16  0.000
S  3.04  -1.61  -0.56  -0.005
S  2.55  -1.75  -2.53  0.002
S  1.67  0.05  -3.07  -0.003
S  -0.33  -0.08  -2.63  -0.006
I  1.03  -5.74  2.84  0.000
C  0.48  -4.74  1.07  0.000
C  0.01  -5.45  -0.03  0.000
C  -0.34  -4.73  -1.15  0.000
C  -0.22  -3.35  -1.14  0.000
N  0.25  -2.68  -0.08  -0.011
C  0.61  -3.37  1.00  0.000
H  -0.08  -6.53  0.00  0.000
H  -0.70  -5.23  -2.04  0.000
H  -0.50  -2.74  -1.99  0.000
H  0.99  -2.80  1.83  0.000

Here is C21H20F9MoN3O10P2 as an isolated structure from the OMol25 dataset. Energies are from wB97M-V/def2-TZVPD.

Summary:
HOMO energy: -14.19 eV
E_tot: -3378.3604 Eh
Kohn-Sham gap: 5.35 eV
multiplicity: 1
F_max: 0.9 eV/A
net charge: +2

Last column: Mulliken charge in e.
Positions of all 66 atoms, in Å:
Mo  -0.09  -0.60  0.00  1.474
C  -1.42  -0.50  3.96  -0.483
O  -0.22  -0.16  4.65  -0.452
C  0.97  -0.15  4.05  -0.230
C  2.07  -0.01  4.92  -0.623
C  3.37  0.02  4.48  -0.952
C  3.65  -0.12  3.12  -0.919
C  2.60  -0.26  2.23  0.661
C  2.89  -0.40  0.84  -0.285
N  2.02  -0.53  -0.12  1.372
N  2.58  -0.64  -1.38  -1.333
C  1.66  -0.78  -2.25  0.477
O  0.38  -0.76  -1.80  -0.273
C  1.85  -0.98  -3.68  0.717
C  3.15  -0.98  -4.20  -0.440
C  3.33  -1.18  -5.55  -0.763
C  2.24  -1.38  -6.39  -0.430
C  0.95  -1.38  -5.87  -1.023
C  0.75  -1.18  -4.52  -0.277
C  1.26  -0.27  2.69  0.975
O  0.29  -0.40  1.76  -0.091
H  -2.18  -0.57  4.73  0.387
H  -1.33  -1.47  3.46  0.119
H  -1.69  0.28  3.24  0.194
H  1.84  0.08  5.98  0.552
H  4.18  0.13  5.19  0.427
H  4.67  -0.11  2.76  0.517
H  3.93  -0.40  0.54  0.492
H  3.99  -0.84  -3.54  0.473
H  4.33  -1.19  -5.96  0.442
H  2.39  -1.54  -7.45  0.436
H  0.10  -1.54  -6.52  0.442
H  -0.25  -1.19  -4.10  0.533
N  -3.19  2.43  -2.29  -0.095
C  -2.51  2.25  -0.94  0.264
C  -3.02  3.35  0.00  -1.839
P  -3.13  0.59  -0.37  0.884
O  -3.26  0.69  1.20  -0.437
O  -4.36  0.35  -1.13  -0.849
O  -1.97  -0.46  -0.52  -0.457
P  -0.68  2.45  -1.13  0.858
O  -0.48  1.88  -2.61  -0.508
O  -0.19  3.79  -0.90  -0.703
O  -0.16  1.33  -0.16  -0.243
H  -4.05  1.85  -2.26  0.413
H  -2.60  2.11  -3.06  0.281
H  -3.43  3.41  -2.45  0.391
H  -4.11  3.28  0.12  0.495
H  -2.76  4.33  -0.40  0.540
H  -2.56  3.25  0.97  0.347
H  -4.17  0.82  1.52  0.357
H  0.19  2.36  -3.12  0.293
F  0.31  -3.83  -2.09  -0.208
C  0.67  -4.32  -0.90  0.415
F  0.69  -5.63  -0.95  -0.206
F  1.91  -3.87  -0.65  -0.250
C  -0.30  -3.79  0.20  0.684
O  -0.25  -2.41  0.15  -0.242
C  -1.78  -4.22  -0.08  0.532
F  -2.15  -3.80  -1.28  -0.210
F  -2.58  -3.63  0.81  -0.221
F  -1.92  -5.53  0.01  -0.204
C  0.18  -4.20  1.63  0.489
F  0.25  -5.51  1.76  -0.208
F  -0.66  -3.71  2.54  -0.252
F  1.38  -3.66  1.87  -0.229

Here is C21H20IrN4O4 as an isolated structure at a distorted geometry from the OMol25 dataset. Energies are from wB97M-V/def2-TZVPD.

Summary:
<S²>: 6.135
HOMO energy (alpha / beta): -9.36 / -11.46 eV
E_tot: -1435.9362 Eh
Kohn-Sham gap (alpha / beta): 4.82 / 5.36 eV
multiplicity: 5
F_max: 4.8 eV/A
net charge: +1

Last column: Löwdin spin population.
Positions of all 50 atoms, in Å:
Ir  0.61  1.15  -0.59  1.100
C  2.91  -1.71  -0.48  0.002
O  1.60  -1.42  -0.14  0.064
C  1.19  -1.66  1.17  0.013
C  1.78  -2.63  1.97  0.000
C  1.52  -2.63  3.37  0.006
C  0.65  -1.77  3.96  0.000
C  0.01  -0.82  3.15  0.010
C  0.28  -0.79  1.78  0.021
N  -0.48  0.17  0.91  0.411
N  -1.69  -0.27  0.68  0.368
C  -2.60  0.32  -0.04  0.239
C  -2.29  1.06  -1.17  0.251
O  -1.08  1.26  -1.63  0.247
C  -3.31  1.64  -2.07  -0.012
C  -4.62  1.33  -1.93  0.129
C  -5.05  0.35  -0.94  0.048
C  -6.21  -0.39  -1.06  0.021
C  -6.49  -1.45  -0.13  0.106
C  -5.56  -1.86  0.81  0.010
C  -4.41  -1.17  0.91  0.091
C  -4.07  -0.07  0.14  0.037
H  3.07  -2.79  -0.29  0.001
H  3.52  -1.21  0.24  0.000
H  3.16  -1.43  -1.52  0.000
H  2.47  -3.39  1.51  0.000
H  2.14  -3.32  3.99  0.000
H  0.54  -1.92  5.03  0.000
H  -0.74  -0.18  3.64  -0.001
H  -2.87  2.32  -2.95  -0.002
H  -5.38  1.53  -2.65  0.007
H  -6.87  0.16  -1.78  -0.001
H  -7.24  -2.20  -0.39  0.004
H  -5.72  -2.62  1.60  -0.001
H  -3.80  -1.14  1.82  0.004
C  4.89  1.64  -0.01  -0.013
C  3.41  1.75  -0.54  -0.052
N  2.34  1.55  0.19  0.199
O  2.91  1.11  1.41  0.059
C  3.16  2.16  -1.83  0.117
C  4.12  2.40  -3.01  0.015
N  1.80  1.97  -2.06  0.016
O  1.32  2.35  -3.25  0.476
H  5.20  0.64  0.05  -0.004
H  5.16  2.01  0.99  -0.002
H  5.43  2.19  -0.77  0.000
H  2.41  0.31  1.56  0.003
H  4.75  3.17  -2.61  0.004
H  3.35  2.68  -3.73  0.000
H  4.79  1.59  -3.33  0.005

Here is C21H20MnN4S3Si as an isolated structure at a distorted geometry from the OMol25 dataset. Energies are from wB97M-V/def2-TZVPD.

Summary:
<S²>: 0.754
HOMO energy (alpha / beta): -7.97 / -7.82 eV
E_tot: -3666.3684 Eh
Kohn-Sham gap (alpha / beta): 7.21 / 7.08 eV
multiplicity: 2
F_max: 1.8 eV/A
net charge: 0

Last column: Löwdin spin population.
Positions of all 50 atoms, in Å:
Mn  0.23  -0.43  0.22  0.989
C  -4.75  2.01  -1.64  0.000
Si  -5.00  1.03  -0.08  0.000
C  -4.76  2.09  1.42  0.000
C  -6.73  0.34  -0.07  0.000
C  -3.83  -0.44  -0.03  0.000
C  -4.30  -1.75  0.00  -0.001
C  -3.45  -2.85  0.05  0.000
C  -2.09  -2.60  0.07  -0.001
N  -1.61  -1.36  0.03  -0.004
C  -2.43  -0.30  -0.02  0.003
S  -1.51  1.20  -0.07  0.008
H  -5.49  2.81  -1.71  0.000
H  -4.85  1.38  -2.52  0.000
H  -3.76  2.46  -1.65  0.000
H  -5.50  2.89  1.45  0.000
H  -3.76  2.54  1.42  0.000
H  -4.86  1.50  2.34  0.000
H  -7.46  1.15  -0.12  0.000
H  -6.93  -0.24  0.84  0.000
H  -6.91  -0.31  -0.93  0.000
H  -5.38  -1.93  0.00  0.000
H  -3.82  -3.86  0.08  0.000
H  -1.36  -3.40  0.13  0.000
S  1.23  -2.24  1.58  -0.006
C  1.92  -2.39  0.03  0.004
N  1.41  -1.74  -0.98  0.004
C  2.16  -1.88  -2.14  0.001
C  1.88  -1.30  -3.37  0.001
C  2.74  -1.53  -4.43  0.000
C  3.88  -2.33  -4.27  0.000
C  4.16  -2.92  -3.05  0.000
C  3.29  -2.69  -1.99  0.000
S  3.38  -3.27  -0.35  0.004
H  0.99  -0.69  -3.48  0.000
H  2.53  -1.08  -5.39  0.000
H  4.54  -2.49  -5.11  0.000
H  5.04  -3.54  -2.93  0.000
N  7.05  0.02  -0.15  0.000
C  5.94  0.27  -0.05  0.000
C  4.53  0.57  0.08  -0.001
C  3.92  0.54  1.32  0.000
C  2.55  0.75  1.38  0.000
N  1.79  0.96  0.30  -0.002
C  2.42  1.07  -0.88  0.001
C  3.78  0.88  -1.04  0.000
H  4.48  0.34  2.22  0.000
H  2.02  0.74  2.32  0.001
H  1.78  1.31  -1.72  0.001
H  4.23  0.95  -2.02  0.000